Run w
The following is a quantum chemistry calculation of a 5-piece molecular cluster, CH12O4S2 overall, from the Open Molecules 2025 dataset.

Element x y z (Å)
C: -1.164 1.042 -0.078
S: -2.063 0.173 -1.334
S: -0.969 -1.568 -1.487
H: -0.216 0.681 0.325
H: -1.733 1.156 0.855
H: -0.893 2.079 -0.307
H: -1.314 -2.085 -0.301
H: 1.938 3.084 1.624
H: 1.162 2.488 0.495
O: 1.072 2.805 1.381
H: 2.391 0.179 0.273
H: 3.366 0.632 -0.777
O: 2.538 0.900 -0.352
H: 1.428 -2.414 -0.220
H: 1.788 -2.319 1.208
O: 2.208 -2.401 0.362
H: 0.027 1.244 2.684
H: -0.357 -0.069 3.612
O: 0.307 0.409 3.080

Calculated values
frontier orbital gap = 9.4 eV

Here are the natural (NBO) charges for atoms 1 to 5, given in e: -0.82 0.14 -0.14 0.25 0.22

---

Run x
The following is a quantum chemistry calculation of a 5-piece molecular cluster, CH12O4S2 overall, from the Open Molecules 2025 dataset.

Element x y z (Å)
C: -1.031 -0.792 -1.697
S: -1.767 0.847 -1.480
S: -0.531 1.992 -0.438
H: -0.118 -0.771 -2.288
H: -1.755 -1.471 -2.149
H: -0.725 -1.302 -0.781
H: 0.445 2.308 -1.306
H: 1.775 -3.052 -0.346
H: 0.969 -2.207 0.802
O: 1.640 -2.214 0.093
H: -1.000 -1.733 2.209
H: 0.239 -2.304 2.827
O: -0.271 -2.326 2.008
H: -0.043 0.826 2.529
H: 1.183 0.208 1.695
O: 0.588 0.112 2.451
H: 2.299 -0.682 0.050
H: 3.047 0.734 -0.103
O: 2.242 0.294 0.176

Calculated values
frontier orbital gap = 9.2 eV

Here are the natural (NBO) charges for atoms 1 to 5, given in e: -0.77 0.09 -0.12 0.22 0.23

---

The energy of each structure relative to the most stable one, in kJ/mol, is as follows: run w 32.5; run x 0.0.

---

Run w
The following is a quantum chemistry calculation of an isolated molecule of CH3NOS2, from the Open Molecules 2025 dataset.

Element x y z (Å)
C: 0.072 -0.860 -0.459
N: -0.815 0.642 -0.333
O: -0.777 1.055 0.885
S: 0.710 -1.100 1.173
S: 0.814 0.940 1.546
H: -0.535 -1.691 -0.741
H: 0.871 -0.391 -1.108
H: -0.340 1.405 -0.963

Calculated values
2S+1 = 3
expectation value of S² = 2.008
frontier orbital gap (spin up / spin down) = 6.5 / 6.6 eV

Here are the natural (NBO) charges for atoms 1 to 5, given in e: -0.48 -0.30 -0.52 0.14 0.38

---

Run x
The following is a quantum chemistry calculation of a 2-piece molecular cluster, CH3NOS2 overall, from the Open Molecules 2025 dataset.

Element x y z (Å)
C: 1.051 -0.658 2.531
N: -1.024 0.907 -2.385
O: 2.021 -0.209 3.082
S: 0.444 -0.488 0.952
S: -1.230 -0.691 -2.347
H: 0.628 -1.715 2.970
H: -0.596 1.303 -3.164
H: -1.295 1.552 -1.639

Calculated values
2S+1 = 3
expectation value of S² = 2.007
frontier orbital gap (spin up / spin down) = 9.1 / 6.0 eV

Here are the natural (NBO) charges for atoms 1 to 5, given in e: 0.12 -0.91 -0.52 0.24 0.15

---

The energy of each structure relative to the most stable one, in kJ/mol, is as follows: run w 332.9; run x 0.0.

---

Run w
The following is a quantum chemistry calculation of a 3-piece molecular cluster, C4H16N2O2 overall, from the Open Molecules 2025 dataset.

Element x y z (Å)
C: 0.147 3.127 -0.268
N: -0.636 2.393 -1.285
C: 0.217 0.056 -1.393
C: -0.937 0.973 -1.023
C: -1.423 0.705 0.396
N: -2.633 1.480 0.748
H: -0.174 4.173 -0.293
H: -0.096 2.802 0.744
H: 1.220 3.041 -0.400
H: -0.049 2.386 -2.108
H: 0.006 -0.988 -1.100
H: 1.060 0.287 -0.727
H: 0.477 0.072 -2.448
H: -1.834 0.743 -1.609
H: -1.682 -0.351 0.495
H: -0.675 1.013 1.112
H: -3.357 1.309 0.061
H: -2.400 2.461 0.652
H: 4.892 -4.068 0.327
H: 3.861 -3.972 1.440
O: 4.722 -4.363 1.230
H: -0.674 -5.071 1.705
H: 0.240 -3.993 2.264
O: -0.274 -4.215 1.481

Calculated values
frontier orbital gap = 9.2 eV

Here are the natural (NBO) charges for atoms 1 to 5, given in e: -0.43 -0.63 -0.64 -0.07 -0.23

---

Run x
The following is a quantum chemistry calculation of a 3-piece molecular cluster, C4H16N2O2 overall, from the Open Molecules 2025 dataset.

Element x y z (Å)
C: 0.384 -0.762 -1.831
C: 1.087 -1.435 -0.636
C: 0.503 -0.848 0.691
C: 0.914 0.610 1.127
N: 0.094 1.225 2.195
N: -1.063 -0.443 -1.608
H: 0.912 0.115 -2.171
H: 0.366 -1.268 -2.822
H: 1.032 -2.525 -0.570
H: 2.172 -1.176 -0.658
H: 0.707 -1.515 1.522
H: -0.580 -0.948 0.552
H: 1.900 0.479 1.546
H: 0.881 1.235 0.233
H: -0.030 0.491 2.884
H: -0.821 1.527 1.883
H: -1.238 0.363 -2.199
H: -1.685 -1.183 -1.899
H: 0.639 3.203 -0.471
H: 0.213 2.262 -1.700
O: 0.059 3.107 -1.251
H: -1.662 -0.241 1.672
H: -2.276 -1.593 1.654
O: -2.508 -0.679 1.858

Calculated values
frontier orbital gap = 10.2 eV

Here are the natural (NBO) charges for atoms 1 to 5, given in e: -0.24 -0.42 -0.43 -0.22 -0.83

---

Run y
The following is a quantum chemistry calculation of a 3-piece molecular cluster, C4H16N2O2 overall, from the Open Molecules 2025 dataset.

Element x y z (Å)
C: 1.662 1.113 -1.365
C: 0.964 0.316 -0.250
C: -0.484 -0.128 -0.673
C: -1.291 -0.539 0.566
N: -0.809 -1.784 1.169
N: 0.959 1.258 0.905
H: 1.646 0.521 -2.288
H: 1.093 2.020 -1.589
H: 2.677 1.407 -1.122
H: 1.609 -0.525 -0.013
H: -0.388 -1.002 -1.298
H: -0.915 0.812 -1.006
H: -1.362 0.334 1.235
H: -2.334 -0.732 0.333
H: -1.616 -2.298 1.504
H: -0.067 -1.766 1.840
H: 0.662 0.749 1.729
H: 0.292 1.986 0.676
H: 0.750 -2.791 0.154
H: 1.841 -3.886 0.281
O: 1.694 -2.952 0.058
H: -2.636 2.099 -0.063
H: -2.012 3.027 -0.852
O: -1.935 2.760 0.069

Calculated values
frontier orbital gap = 9.4 eV

Here are the natural (NBO) charges for atoms 1 to 5, given in e: -0.60 -0.06 -0.44 -0.22 -0.89

---

The energy of each structure relative to the most stable one, in kJ/mol, is as follows: run w 33.4; run x 60.0; run y 0.0.

---

Run w
The following is a quantum chemistry calculation of a 2-piece molecular cluster, C4H11NO2 overall, from the Open Molecules 2025 dataset.

Element x y z (Å)
C: 1.087 -1.600 0.265
C: 1.355 -0.106 0.124
C: -0.211 -1.858 -0.459
N: -1.413 -1.983 0.229
C: -2.663 -2.049 -0.502
O: -0.217 -1.831 -1.677
H: 1.055 -1.951 1.302
H: 1.823 -2.222 -0.240
H: 0.654 0.456 0.752
H: 2.341 0.275 0.357
H: 1.266 0.150 -0.927
H: -1.440 -2.223 1.225
H: -3.142 -3.010 -0.357
H: -2.471 -1.758 -1.528
H: -3.185 -1.133 -0.197
H: 1.184 7.459 0.359
H: 2.409 6.810 0.847
O: 1.568 6.573 0.428

Calculated values
2S+1 = 2
expectation value of S² = 0.780
net charge = +1
frontier orbital gap (spin up / spin down) = 9.6 / 4.0 eV

Here are the natural (NBO) charges for atoms 1 to 5, given in e: -0.49 -0.61 0.61 -0.20 -0.48

---

Run x
The following is a quantum chemistry calculation of a 2-piece molecular cluster, C4H11NO2 overall, from the Open Molecules 2025 dataset.

Element x y z (Å)
C: -0.739 -1.673 -1.675
C: -0.157 -2.963 -1.115
O: -1.542 -0.941 -0.682
H: 0.069 -0.916 -1.765
H: -1.354 -1.783 -2.547
H: 0.411 -2.945 -0.130
H: -1.451 -1.348 0.215
H: 0.510 -3.209 -1.931
H: -1.039 -3.658 -0.934
C: 1.538 1.901 1.600
C: 0.187 1.609 0.992
O: -0.293 0.531 0.808
N: -0.478 2.833 0.521
H: -1.410 2.721 0.292
H: -0.147 3.678 0.876
H: 2.055 1.169 2.350
H: 1.481 2.874 2.179
H: 2.358 2.119 0.946

Calculated values
2S+1 = 2
expectation value of S² = 0.755
net charge = +1
frontier orbital gap (spin up / spin down) = 11.9 / 5.5 eV

Here are the natural (NBO) charges for atoms 1 to 5, given in e: -0.10 -0.67 -0.29 0.27 0.25

---

The energy of each structure relative to the most stable one, in kJ/mol, is as follows: run w 0.0; run x 76.1.